[1]
ORCA calculation (ωB97M-V/def2-TZVPD) on a structure of composition C34H36N9NaO5 at a distorted geometry.

* total charge: 0
* orbital gap: 7.01 eV
* E: -2348.62218 Ha
* E_HOMO: -7.4 eV

Each line ends with the Löwdin charge.
Cartesian coordinates (Å):
Na -0.23651 0.39786 0.38244  0.20
N -1.64721 2.59838 3.46197  0.13
C -1.26118 2.58316 2.17413  -0.16
N -0.07175 2.31181 1.75075  0.13
C 0.82787 1.78185 2.67494  -0.28
N 1.88077 1.15041 2.31998  0.09
N 2.15397 0.60582 1.15346  0.05
C 3.23961 0.85849 0.53851  -0.08
C 3.67450 0.12419 -0.65298  -0.25
C 4.97954 0.32788 -1.11532  -0.03
C 5.41660 -0.33993 -2.24326  -0.07
C 4.53413 -1.17871 -2.90447  -0.07
C 3.25918 -1.32182 -2.37612  -0.17
N 2.83418 -0.70945 -1.27796  0.14
C 0.56218 1.96154 4.10517  -0.08
C 1.51167 1.73193 5.09608  -0.02
C 1.17304 1.85730 6.42914  -0.08
C -0.12508 2.21317 6.78558  -0.08
C -1.07681 2.45044 5.81399  -0.01
C -0.73365 2.33051 4.47194  -0.19
H -2.62629 2.58862 3.68845  0.16
H -2.00468 2.91511 1.46002  0.13
H 3.91826 1.63891 0.89023  0.12
H 5.63778 1.00150 -0.58160  0.11
H 6.42692 -0.20465 -2.60734  0.11
H 4.82004 -1.69783 -3.80917  0.10
H 2.52095 -1.91848 -2.90463  0.10
H 2.50965 1.44495 4.79368  0.11
H 1.91410 1.67330 7.19592  0.10
H -0.38948 2.31205 7.83040  0.10
H -2.09011 2.72263 6.08415  0.11
O 0.45482 1.64207 -1.18525  -0.02
C -0.22804 1.18228 -2.35892  -0.31
C -0.16544 -0.38191 -2.30151  -0.59
O 0.09461 -1.03339 -3.30767  0.03
O -0.46683 -0.86792 -1.15493  -0.09
C -1.71377 1.52333 -2.32846  -0.15
C -2.22771 2.45933 -1.44211  -0.02
C -3.58565 2.74918 -1.43147  -0.07
C -4.44267 2.10778 -2.30968  -0.09
C -3.93310 1.17823 -3.20702  -0.07
C -2.57970 0.88791 -3.21673  -0.01
C 0.46508 1.74062 -3.59781  -0.12
C 1.74508 1.30491 -3.93166  -0.01
C 2.41601 1.84752 -5.01423  -0.07
C 1.82464 2.84448 -5.77879  -0.10
C 0.55866 3.29487 -5.44515  -0.08
C -0.11679 2.74642 -4.36277  -0.02
H 0.46726 2.60527 -1.21602  0.12
H -1.56963 2.97236 -0.75094  0.10
H -3.97191 3.48269 -0.73419  0.10
H -5.50194 2.33039 -2.29467  0.10
H -4.59385 0.67950 -3.90508  0.10
H -2.17291 0.16783 -3.91735  0.13
H 2.21432 0.53565 -3.33983  0.08
H 3.40740 1.48673 -5.26062  0.10
H 2.34940 3.27110 -6.62426  0.10
H 0.08825 4.07882 -6.02585  0.10
H -1.10945 3.10255 -4.11824  0.11
N 0.33254 -1.78057 3.03854  0.07
C -0.85038 -1.78006 2.18017  -0.32
C -1.77727 -2.97738 2.43218  -0.15
C -2.90425 -3.08379 1.40717  -0.16
C -2.38508 -3.46437 0.02216  -0.14
N -1.62468 -4.71412 0.10766  0.08
C -0.32447 -4.90316 -0.11688  -0.45
N 0.18359 -6.12185 0.21118  0.18
N 0.45142 -3.99270 -0.62862  0.24
C -1.63896 -0.48071 2.48825  -0.64
O -1.94707 -0.29194 3.67482  0.01
O -1.90047 0.26194 1.49977  -0.07
H 0.78041 -2.68992 3.03424  0.06
H 0.03263 -1.58001 3.98869  0.08
H -0.51516 -1.75323 1.13331  0.10
H -2.20433 -2.83521 3.42715  0.12
H -1.19627 -3.90746 2.45025  0.10
H -3.40746 -2.11715 1.33132  0.13
H -3.64278 -3.82355 1.73306  0.11
H -1.76237 -2.66733 -0.37855  0.09
H -3.21931 -3.62658 -0.66250  0.13
H -2.10475 -5.47090 0.56503  0.15
H -0.41621 -6.87624 0.48590  0.11
H 1.12044 -6.34996 -0.06470  0.11
H 0.25231 -2.91544 -0.69596  0.16
H 1.42960 -4.20787 -0.73052  0.12


[2]
ORCA calculation (ωB97M-V/def2-TZVPD) on a structure of composition C28H33IrN7O5S.

* total charge: +1
* orbital gap: 7.78 eV
* E: -2348.64937 Ha
* E_HOMO: -10.5 eV

Each line ends with the Löwdin charge.
Cartesian coordinates (Å):
Ir 0.60770 -1.06170 1.04481  1.25
C -1.07782 -4.98977 0.82434  0.02
C -0.73144 -3.57914 1.15555  -0.24
N 0.13205 -2.92088 0.46825  -0.16
O 0.74538 -3.54965 -0.58433  0.03
C -1.29949 -2.81430 2.25721  -0.25
C -2.32256 -3.32436 3.21132  -0.01
N -0.84627 -1.58599 2.37062  -0.25
O -1.33466 -0.82734 3.28290  -0.16
H -1.19973 -5.10113 -0.25200  0.10
H -1.98715 -5.30576 1.32508  0.08
H -0.25956 -5.64740 1.12454  0.11
H 1.39592 -2.88611 -0.88251  0.09
H -2.32531 -4.41068 3.25720  0.08
H -3.32385 -2.98521 2.93414  0.10
H -2.11447 -2.92561 4.20253  0.08
C 5.79561 0.22223 -3.37004  -0.05
O 6.34804 -0.21497 -2.13347  -0.05
C 5.51140 -0.59864 -1.16275  -0.27
C 6.13235 -1.02336 0.03312  0.01
C 5.35320 -1.43009 1.06709  -0.01
C 3.93073 -1.43813 1.01001  -0.11
C 3.21524 -1.91797 2.15473  -0.34
C 3.94658 -2.52707 3.31886  0.01
O 1.96654 -1.88816 2.30886  -0.14
C 3.32097 -0.99711 -0.20170  -0.33
O 2.02571 -0.97123 -0.43282  -0.30
C 4.13699 -0.59291 -1.27251  0.06
H 6.64162 0.47957 -3.99869  0.10
H 5.16530 1.10139 -3.22517  0.10
H 5.21826 -0.57526 -3.84106  0.10
H 7.21085 -1.01699 0.09408  0.13
H 5.84161 -1.75487 1.97400  0.11
H 4.61359 -3.32533 2.99701  0.10
H 3.21554 -2.91806 4.02020  0.09
H 4.54752 -1.76879 3.82311  0.10
H 3.63444 -0.26520 -2.17003  0.12
N -4.78456 2.10118 -2.49631  0.17
C -5.39935 2.52198 -3.65675  -0.19
C -6.60276 3.18038 -3.89790  -0.02
C -6.89982 3.44883 -5.21674  -0.08
C -6.03352 3.07787 -6.26236  -0.08
C -4.84601 2.42695 -6.01575  -0.01
C -4.52677 2.14392 -4.68547  -0.22
N -3.41956 1.50730 -4.15878  0.19
C -3.60995 1.50049 -2.86901  -0.28
C -2.65928 0.91279 -1.92415  -0.11
C -2.81148 0.97990 -0.54270  0.02
C -1.86436 0.40188 0.27664  -0.09
N -0.79211 -0.23288 -0.21223  -0.12
C -0.63211 -0.29886 -1.54376  -0.08
C -1.53580 0.25535 -2.41956  0.03
H -5.15821 2.17893 -1.56800  0.15
H -7.27213 3.46825 -3.09826  0.11
H -7.82319 3.95862 -5.45677  0.11
H -6.31368 3.31251 -7.28027  0.10
H -4.17598 2.13874 -6.81401  0.11
H -3.64929 1.48052 -0.07776  0.12
H -1.95281 0.43351 1.35492  0.10
H 0.26107 -0.79767 -1.88927  0.11
H -1.38176 0.18931 -3.48667  0.12
C 2.46699 3.76995 2.32140  -0.10
N 1.39227 3.17219 3.09959  -0.04
C 0.85394 1.97179 2.84784  -0.72
S 1.47639 1.10931 1.49387  0.78
N -0.10686 1.52015 3.62831  -0.03
C -0.59949 2.23645 4.78712  -0.05
H 2.69446 4.73959 2.75545  0.09
H 2.16272 3.90808 1.28485  0.08
H 3.36183 3.14865 2.34344  0.08
H 1.07762 3.66487 3.91728  0.12
H -0.49873 0.57270 3.44729  0.06
H -0.99797 3.21669 4.51306  0.09
H 0.17633 2.36192 5.54743  0.10
H -1.40693 1.65385 5.22150  0.10


[3]
ORCA calculation (ωB97M-V/def2-TZVPD) on a cluster of 2 separate species, C7H10 in total.

* total charge: 0
* orbital gap: 9.84 eV
* E: -272.51870 Ha
* SMILES string: C1=C2[C@H]3C[C@H]3[C@H]2C1.[H][H]
* E_HOMO: -8.7 eV

Each line ends with the natural charge from an NBO analysis.
Cartesian coordinates (Å):
C 0.96870 -0.49486 1.24559  -0.41
C 1.71528 0.11372 0.09007  -0.26
C 1.03989 -1.26495 -0.04185  -0.21
C 0.13119 -0.73916 -1.19052  -0.25
C -1.30301 -0.11734 -1.12172  -0.42
C -0.58741 1.20556 -0.82430  -0.19
C 0.62284 0.61644 -0.84084  0.02
H 1.58531 -0.90478 2.04301  0.22
H 0.03999 -0.04194 1.58641  0.22
H 2.76989 0.36541 0.12617  0.23
H 1.53064 -2.23407 -0.06831  0.22
H 0.42829 -1.16603 -2.15274  0.21
H -1.87737 -0.45959 -0.25099  0.21
H -1.92666 -0.21373 -2.01904  0.21
H -0.96156 2.16259 -0.46902  0.20
H -2.30165 1.36954 1.73067  0.00
H -1.87437 1.80317 2.15740  0.00